Record 1
C6H15ClFO5P2SSi2Sr | wB97M-V/def2-TZVPD

```
34
Properties=species:S:1:pos:R:3:nbo_charge:R:1
C -0.365 3.540 1.932 -0.626
C 1.083 3.110 1.625 -0.427
C 1.218 2.481 0.242 -0.676
Cl 2.953 2.383 -0.212 -0.057
Si 0.443 0.768 0.113 1.388
O 1.454 -0.170 -0.944 -1.312
Si 0.579 -0.962 -2.140 1.514
F 1.693 -1.588 -3.144 -0.654
P -0.562 -2.732 -1.382 0.160
C -2.318 -2.237 -1.355 -0.891
C -0.403 -4.113 -2.601 -0.913
C -1.348 0.908 -0.482 0.385
O -2.121 0.463 0.379 -0.694
O -1.557 1.435 -1.575 -0.681
P 0.617 -0.231 2.138 1.400
O -0.255 0.523 3.209 -0.957
O 2.168 -0.089 2.590 -0.981
S 0.098 -2.123 2.068 -0.681
H -0.611 3.249 2.945 0.230
H -0.425 4.622 1.913 0.229
H -1.094 3.141 1.236 0.225
H 1.700 4.004 1.612 0.234
H 1.511 2.483 2.402 0.198
H 0.666 3.108 -0.454 0.268
H -0.254 -0.035 -2.894 -0.105
H -2.927 -3.117 -1.537 0.259
H -2.522 -1.514 -2.136 0.266
H -2.551 -1.846 -0.372 0.299
H -1.187 -4.082 -3.350 0.263
H 0.557 -4.103 -3.111 0.234
H -0.523 -5.042 -2.055 0.250
H -0.452 -0.080 3.944 0.527
H 2.653 0.427 1.928 0.510
Sr 2.083 -2.582 -0.533 1.816
```

Results
total charge: +1
F_max: 0.07867 Eh/bohr
frontier orbital gap: 6.06 eV
total energy: -2864.47988 Eh



Record 2
C6H15ClI2O2PPrS | wB97M-V/def2-TZVPD

```
29
Properties=species:S:1:pos:R:3:lowdin_charge:R:1
I 5.997 0.853 -1.674 0.072
I 5.766 -1.841 -1.631 0.060
Pr -0.547 -0.855 0.671 0.918
P -0.931 -0.260 -2.146 0.704
C 0.171 -0.244 -3.574 -0.250
C -2.055 -1.659 -2.575 -0.239
H -2.858 1.168 -1.784 0.046
H -2.487 1.002 -3.547 0.076
H -1.507 2.075 -2.476 0.061
C -2.060 1.128 -2.537 -0.234
H -2.861 -1.729 -1.827 0.051
H -2.475 -1.485 -3.582 0.079
H -0.391 -0.236 -4.519 0.080
H 0.828 -1.117 -3.547 0.060
H -1.494 -2.605 -2.551 0.059
H 0.821 0.634 -3.529 0.063
C 1.593 -0.317 -0.661 -0.068
O 2.708 -0.243 -0.925 0.071
Cl -2.993 -0.202 1.210 0.071
C -0.637 1.350 3.736 -0.222
S 1.068 0.913 3.380 1.015
C 1.523 0.014 4.867 -0.200
O 0.805 -0.251 2.391 -0.752
H -0.598 2.072 4.558 0.086
H -1.221 0.449 3.971 0.078
H -1.068 1.815 2.837 0.062
H 0.747 -0.703 5.150 0.082
H 2.471 -0.512 4.678 0.083
H 1.685 0.786 5.639 0.088
```

Results
multiplicity: 3
total charge: +2
F_max: 0.10222 Eh/bohr
frontier orbital gap (spin up / spin down): 5.37 / 5.48 eV
total energy: -2699.71415 Eh



Record 3
C6H15ClNO2 | wB97M-V/def2-TZVPD

```
25
Properties=species:S:1:pos:R:3:nbo_charge:R:1
Cl 1.866 -1.598 -3.620 -0.993
C -2.384 -2.901 1.207 -0.245
O -1.577 -1.798 0.786 -0.523
C -0.981 -1.092 1.826 -0.055
C 0.168 -0.176 1.309 -0.229
N 0.934 -0.587 0.124 -0.579
C 1.988 0.339 -0.337 -0.259
C 1.403 1.602 -0.959 -0.050
O 0.225 1.530 -1.770 -0.521
C -0.441 2.761 -2.009 -0.249
H -3.194 -3.127 0.515 0.189
H -2.787 -2.762 2.210 0.155
H -1.797 -3.819 1.258 0.167
H -0.723 -1.684 2.704 0.150
H -1.710 -0.369 2.192 0.152
H 0.790 0.087 2.165 0.143
H -0.239 0.794 1.023 0.182
H 1.399 -1.471 0.277 0.356
H 2.526 -0.183 -1.128 0.259
H 2.807 0.552 0.350 0.153
H 2.165 2.135 -1.528 0.166
H 1.200 2.301 -0.148 0.130
H -0.643 3.449 -1.188 0.149
H -1.319 2.763 -2.655 0.191
H 0.325 3.256 -2.605 0.160
```

Results
total charge: -1
F_max: 0.05036 Eh/bohr
frontier orbital gap: 6.40 eV
total energy: -902.99797 Eh



Record 4
C6H15ClNPS | wB97M-V/def2-TZVPD

```
25
Properties=species:S:1:pos:R:3:nbo_charge:R:1
C 0.169 -0.930 -2.286 -0.674
C -1.881 -1.067 -0.860 -0.622
C -1.071 1.520 1.683 -0.613
C 1.428 0.809 1.823 -0.634
C -0.285 -0.817 -0.846 -0.027
C 0.018 0.593 1.284 -0.061
N 0.066 0.436 -0.195 -0.763
P 0.334 1.692 -1.218 0.672
S 2.514 -2.730 -0.298 -0.131
Cl 1.083 3.298 -0.222 -0.313
H -0.030 -1.949 -2.677 0.229
H -0.137 0.005 -2.926 0.248
H 1.311 -0.891 -2.157 0.231
H -2.253 -0.331 -1.653 0.214
H -2.334 -0.901 0.131 0.211
H -2.144 -2.031 -1.237 0.213
H -0.924 1.540 2.796 0.210
H -1.003 2.564 1.300 0.221
H -2.067 1.254 1.498 0.216
H 2.231 0.936 1.016 0.238
H 1.732 -0.045 2.542 0.216
H 1.586 1.687 2.368 0.221
H 0.339 -1.535 -0.210 0.198
H -0.364 -0.330 1.688 0.207
H 1.680 -2.779 -1.343 0.090
```

Results
F_max: 0.07318 Eh/bohr
frontier orbital gap (spin up / spin down): 9.65 / 3.80 eV
total energy: -1491.98412 Eh



Record 5
C6H15F3NPSi | wB97M-V/def2-TZVPD

```
27
Properties=species:S:1:pos:R:3:nbo_charge:R:1
C 1.885 -0.465 1.542 -0.621
C 1.853 -0.458 -1.071 -0.612
C 1.822 1.707 0.206 -0.593
C -2.772 -0.382 1.242 -1.162
C -1.672 -1.610 -1.567 -1.091
C 1.406 0.275 0.293 0.080
N -0.018 0.230 0.295 -1.099
F -0.733 -2.329 0.942 -0.660
F -2.444 2.090 -1.120 -0.586
F -0.547 3.385 -0.451 -0.583
Si -1.290 -0.971 0.266 2.058
P -0.837 2.064 -1.322 1.578
H 1.292 -0.297 2.371 0.217
H 1.773 -1.504 1.302 0.221
H 2.904 -0.333 2.028 0.219
H 1.117 -1.132 -1.411 0.205
H 2.835 -0.965 -0.986 0.207
H 1.919 0.332 -1.781 0.191
H 1.576 2.109 -0.849 0.173
H 1.247 2.223 0.952 0.224
H 2.905 2.002 0.335 0.227
H -2.396 -0.501 2.317 0.249
H -2.946 0.690 1.022 0.248
H -3.666 -0.956 1.130 0.244
H -2.250 -2.432 -1.538 0.227
H -2.204 -0.908 -2.098 0.214
H -0.760 -1.864 -2.048 0.225
```

Results
F_max: 0.08289 Eh/bohr
frontier orbital gap (spin up / spin down): 7.41 / 7.40 eV
total energy: -1222.87043 Eh



Record 6
C6H15I2NSi | wB97M-V/def2-TZVPD

```
25
Properties=species:S:1:pos:R:3:nbo_charge:R:1
C 0.585 1.870 -1.606 -0.599
C -1.888 1.340 -0.985 -0.586
C 0.046 -0.539 2.517 -0.604
C -0.982 -1.868 0.562 -0.611
C -0.394 0.833 -1.053 -0.090
C -0.741 -0.425 1.138 -0.085
N -0.046 0.524 0.280 -0.357
Si 2.724 -0.892 -0.124 0.585
I 2.064 -1.781 -2.397 -0.213
I 4.526 0.693 -0.124 -0.158
H 1.497 1.347 -1.720 0.213
H 0.158 2.271 -2.434 0.205
H 0.830 2.685 -1.048 0.221
H -2.102 2.181 -0.162 0.200
H -2.649 0.650 -0.753 0.209
H -2.110 1.779 -1.868 0.207
H 0.828 -1.417 2.400 0.195
H 0.347 0.444 2.589 0.229
H -0.582 -0.949 3.296 0.207
H -1.353 -1.684 -0.394 0.202
H -1.526 -2.389 1.222 0.206
H -0.093 -2.355 0.307 0.199
H -0.629 -0.121 -1.665 0.196
H -1.827 -0.240 1.394 0.220
H 3.318 -1.957 0.629 -0.191
```

Results
F_max: 0.09343 Eh/bohr
frontier orbital gap (spin up / spin down): 5.83 / 5.80 eV
total energy: -1177.11184 Eh